{"formula": "C21H26N2O7", "method": "wB97M-V/def2-TZVPD", "charge": 0, "gap_ev": 8.0483, "smiles": "COCCOC(=O)C1=C(C)NC(C)=C(C(=O)OC(C)C)[C@@H]1c1cccc([N+](=O)[O-])c1", "lumo_ev": -0.254, "energy_ha": -1451.95121, "e_above_lowest_kj_mol": 462.8, "species": ["C", "O", "C", "C", "O", "C", "O", "C", "C", "C", "N", "C", "C", "C", "C", "O", "O", "C", "C", "C", "C", "C", "C", "C", "C", "C", "N", "O", "O", "C", "H", "H", "H", "H", "H", "H", "H", "H", "H", "H", "H", "H", "H", "H", "H", "H", "H", "H", "H", "H", "H", "H", "H", "H", "H", "H"], "positions_angstrom": [[-4.7599, -1.5262, -0.0819], [-3.7818, -0.9664, -0.9247], [-3.9489, 0.4006, -1.2054], [-3.6540, 1.3371, -0.0282], [-2.2922, 1.2249, 0.3504], [-1.5581, 2.3584, 0.4122], [-2.0422, 3.4504, 0.1987], [-0.1712, 2.0670, 0.7667], [0.7344, 3.0283, 1.0644], [0.5031, 4.5022, 1.0512], [2.0038, 2.6711, 1.4440], [2.3972, 1.3801, 1.7126], [3.7578, 1.2793, 2.3156], [1.5622, 0.3563, 1.4296], [1.9016, -1.0523, 1.6579], [2.9109, -1.4792, 2.1791], [0.9290, -1.8550, 1.1971], [1.1437, -3.2692, 1.2595], [-0.2300, -3.9237, 1.2946], [1.9591, -3.7111, 0.0480], [0.2364, 0.6040, 0.7346], [0.3455, 0.1612, -0.7106], [-0.5502, -0.7439, -1.2685], [-0.4311, -1.1391, -2.5925], [0.5859, -0.6399, -3.3836], [1.4774, 0.2694, -2.8254], [2.5399, 0.8096, -3.6289], [2.6384, 0.4232, -4.7752], [3.2799, 1.6250, -3.1152], [1.3627, 0.6710, -1.5015], [-4.5936, -2.6018, -0.0970], [-4.6721, -1.1675, 0.9489], [-5.7699, -1.3092, -0.4500], [-3.2446, 0.6123, -2.0140], [-4.9741, 0.5985, -1.5534], [-4.2681, 1.0794, 0.8406], [-3.8622, 2.3723, -0.3199], [1.1193, 4.9589, 0.2769], [0.7820, 4.9363, 2.0109], [-0.5369, 4.7232, 0.8409], [2.6486, 3.4125, 1.6763], [4.4887, 1.7420, 1.6529], [3.7825, 1.8024, 3.2713], [4.0246, 0.2407, 2.4744], [1.7034, -3.4904, 2.1780], [-0.7747, -3.6823, 0.3854], [-0.1232, -5.0018, 1.3717], [-0.7977, -3.5625, 2.1482], [2.1003, -4.7878, 0.0680], [2.9336, -3.2291, 0.0622], [1.4414, -3.4326, -0.8676], [-0.5395, 0.0024, 1.2158], [-1.3569, -1.1331, -0.6681], [-1.1404, -1.8401, -3.0053], [0.7035, -0.9329, -4.4154], [2.0768, 1.3770, -1.1063]]}



{"formula": "C5H8N", "method": "wB97M-V/def2-TZVPD", "charge": 1, "gap_ev": 11.9400, "smiles": "C=C1[C@H]2C[N@@+]12C", "lumo_ev": -3.050, "energy_ha": -249.66121, "e_above_lowest_kj_mol": 430.4, "species": ["C", "C", "C", "C", "N", "C", "H", "H", "H", "H", "H", "H", "H", "H"], "positions_angstrom": [[0.5787, -2.1873, -0.7995], [0.5540, -0.8849, -0.5500], [1.2439, 0.4961, -0.5116], [0.1210, 1.1895, -1.1783], [-0.1197, 0.3108, 0.0382], [-0.8381, 0.4498, 1.3015], [-0.2768, -2.8340, -0.7852], [1.4625, -2.7170, -1.1017], [2.1859, 0.7544, -0.0870], [-0.2957, 0.8370, -2.0823], [-0.0884, 2.1946, -0.9337], [-1.8893, 0.5927, 1.2536], [-0.6524, -0.4374, 1.8124], [-0.4407, 1.2706, 2.0527]]}



{"formula": "C20H32B3IO10", "method": "wB97M-V/def2-TZVPD", "charge": 0, "gap_ev": 9.5700, "smiles": "O=C(CB1OBOB(I)O1)c1ccccc1.CCOC(C)=O.CCOC(C)=O.CCOC(C)=O", "lumo_ev": 0.547, "energy_ha": -1906.24344, "species": ["O", "C", "C", "B", "O", "B", "O", "B", "I", "O", "C", "C", "C", "C", "C", "C", "H", "H", "H", "H", "H", "H", "H", "H", "C", "C", "O", "C", "C", "O", "H", "H", "H", "H", "H", "H", "H", "H", "C", "C", "O", "C", "C", "O", "H", "H", "H", "H", "H", "H", "H", "H", "C", "C", "O", "C", "C", "O", "H", "H", "H", "H", "H", "H", "H", "H"], "positions_angstrom": [[1.9307, -1.0982, 0.2521], [1.7389, -0.9026, 1.4353], [2.8504, -1.0762, 2.4497], [3.7979, 0.1608, 2.3217], [3.7520, 1.2473, 3.1931], [3.6010, 2.4274, 2.4804], [4.4916, 2.6391, 1.4420], [4.5828, 1.5154, 0.6370], [4.4509, 1.7348, -1.4746], [4.6743, 0.2805, 1.2378], [0.4089, -0.4438, 1.9269], [-0.7311, -0.9259, 1.2945], [-1.9839, -0.4936, 1.6977], [-2.1088, 0.4327, 2.7294], [-0.9737, 0.8997, 3.3707], [0.2845, 0.4663, 2.9726], [2.4676, -1.2076, 3.4562], [3.4074, -1.9603, 2.1386], [2.6828, 3.1568, 2.6727], [-0.6203, -1.6348, 0.4850], [-2.8682, -0.8556, 1.1887], [-3.0873, 0.7822, 3.0212], [-1.0725, 1.6164, 4.1749], [1.1665, 0.8396, 3.4788], [1.9889, 0.1578, -7.4516], [3.3340, 0.8429, -7.5728], [3.5681, 1.7697, -6.5091], [4.0938, 1.3985, -5.3233], [4.1998, -0.0680, -4.9763], [4.4056, 2.2589, -4.5468], [1.9279, -0.4506, -6.5494], [1.8154, -0.4878, -8.3128], [1.1939, 0.9016, -7.4063], [4.1526, 0.1261, -7.6452], [3.3658, 1.4516, -8.4747], [3.2868, -0.3676, -4.4618], [5.0335, -0.1909, -4.2906], [4.3573, -0.7205, -5.8310], [-5.0648, 4.7530, -1.8688], [-4.0385, 4.8517, -0.7599], [-4.3734, 4.0312, 0.3641], [-4.0314, 2.7298, 0.4451], [-3.5174, 2.0141, -0.7814], [-4.1975, 2.1635, 1.4900], [-5.1155, 3.7454, -2.2814], [-4.8140, 5.4412, -2.6761], [-6.0535, 5.0069, -1.4873], [-3.0313, 4.6275, -1.1121], [-4.0150, 5.8632, -0.3588], [-4.3657, 1.5708, -1.3026], [-2.8547, 1.2189, -0.4489], [-2.9689, 2.6478, -1.4727], [-2.7127, -5.1039, 4.9717], [-2.5753, -4.0067, 3.9372], [-1.3059, -3.3518, 4.0061], [-0.2132, -3.8040, 3.3651], [-0.2119, -5.1920, 2.7692], [0.7551, -3.0953, 3.3346], [-1.9918, -5.9049, 4.8076], [-3.7145, -5.5323, 4.9356], [-2.5409, -4.7005, 5.9692], [-2.7650, -4.3697, 2.9262], [-3.2974, -3.2150, 4.1289], [0.1617, -5.8882, 3.5195], [0.4720, -5.1913, 1.9249], [-1.1846, -5.5321, 2.4242]]}



{"formula": "C28H68O2", "method": "wB97M-V/def2-TZVPD", "charge": 0, "gap_ev": 9.7016, "lumo_ev": 0.509, "energy_ha": -1257.59552, "e_above_lowest_kj_mol": 0.0, "species": ["C", "C", "C", "C", "C", "C", "H", "H", "H", "H", "H", "H", "H", "H", "H", "H", "H", "H", "H", "H", "C", "C", "C", "C", "C", "C", "H", "H", "H", "H", "H", "H", "H", "H", "H", "H", "H", "H", "H", "H", "C", "C", "C", "C", "C", "C", "H", "H", "H", "H", "H", "H", "H", "H", "H", "H", "H", "H", "H", "H", "C", "C", "C", "C", "C", "C", "H", "H", "H", "H", "H", "H", "H", "H", "H", "H", "H", "H", "H", "H", "C", "C", "O", "H", "H", "H", "H", "H", "H", "C", "C", "O", "H", "H", "H", "H", "H", "H"], "positions_angstrom": [[175.8500, 121.9600, 57.5470], [176.9060, 120.8150, 57.4410], [176.9110, 119.9090, 58.7020], [177.9060, 118.7030, 58.6390], [177.7860, 117.8520, 59.8580], [178.7820, 116.7570, 59.7710], [175.9800, 122.7090, 56.6510], [176.1410, 122.5080, 58.4880], [174.8760, 121.6550, 57.5410], [177.8950, 121.2430, 57.3710], [176.7400, 120.2100, 56.5570], [175.7830, 119.5660, 58.9510], [177.0750, 120.4750, 59.6750], [178.8350, 118.8760, 58.5190], [177.5550, 118.0370, 57.9780], [176.7740, 117.4810, 59.9150], [177.9970, 118.4830, 60.5680], [178.4400, 116.1310, 60.3290], [179.9310, 116.9390, 59.9620], [178.8780, 116.2350, 58.4630], [180.0980, 112.1050, 52.2300], [179.4410, 111.8450, 53.6740], [177.9670, 111.6270, 53.6110], [177.4460, 111.2700, 55.0330], [175.9850, 110.8000, 54.9640], [175.4760, 110.4750, 56.4350], [179.6700, 112.9800, 51.6710], [180.0740, 111.1250, 51.8070], [181.0620, 112.4140, 52.4560], [179.4410, 112.6580, 54.4380], [179.9690, 110.9910, 54.1610], [177.6260, 110.7100, 52.9430], [177.5000, 112.4990, 53.2500], [177.4620, 112.1150, 55.6360], [178.0140, 110.6300, 55.5650], [176.0340, 109.7350, 54.6020], [175.3000, 111.5210, 54.5540], [175.9090, 109.4320, 56.6490], [174.3690, 110.5350, 56.5470], [175.7600, 111.2490, 57.0210], [175.9170, 116.0380, 56.3090], [176.6800, 116.1350, 55.0120], [177.8910, 116.9500, 55.1550], [178.8100, 117.0230, 53.9100], [179.6860, 115.7440, 53.6280], [180.6060, 116.0050, 52.3480], [175.2930, 116.7960, 56.6430], [176.3370, 115.8440, 57.1050], [175.2390, 115.2170, 56.2630], [175.9980, 116.6160, 54.2770], [177.0500, 115.1620, 54.7000], [178.6090, 116.5110, 55.9760], [177.8090, 117.9650, 55.3390], [179.3700, 117.9610, 53.9430], [178.1740, 117.2210, 53.0270], [179.0680, 114.8250, 53.5300], [180.3990, 115.5450, 54.3470], [180.1440, 115.8570, 51.4250], [181.3110, 115.1260, 52.2530], [180.8640, 117.1030, 52.5790], [173.7130, 113.7520, 59.1830], [174.8910, 113.4580, 60.1820], [176.2110, 113.5910, 59.4810], [177.3410, 113.2310, 60.4770], [177.5530, 111.7250, 60.5660], [178.5610, 111.2180, 61.5810], [172.7370, 113.7980, 59.5960], [173.5020, 113.0000, 58.3660], [173.7290, 114.7800, 58.7880], [174.7610, 112.4140, 60.3880], [174.8340, 114.0070, 61.2490], [176.5450, 114.5830, 59.2340], [176.2860, 113.0980, 58.6130], [177.1280, 113.7750, 61.4340], [178.2720, 113.5390, 60.1290], [177.7340, 111.3820, 59.6420], [176.4640, 111.1970, 60.8500], [178.2830, 111.6940, 62.4040], [179.4770, 111.5420, 61.1580], [178.7010, 110.2380, 61.6290], [180.0320, 113.5390, 57.1740], [179.8320, 112.0670, 57.4560], [180.5190, 111.6840, 58.6110], [180.0160, 113.7220, 56.0310], [181.0270, 113.7100, 57.3830], [179.7240, 114.2700, 57.8270], [180.5460, 111.4070, 56.7890], [178.6520, 111.7730, 57.6720], [180.3660, 110.7160, 58.8340], [181.8650, 108.3730, 59.5060], [180.3800, 108.1770, 59.8380], [179.8120, 109.0420, 58.7830], [182.5680, 107.7540, 59.9570], [182.1530, 109.3670, 59.7610], [182.1070, 107.9800, 58.7010], [180.1730, 108.7540, 60.9100], [180.2030, 107.2680, 59.6130], [179.2620, 108.5960, 58.2420]]}



What is the charge in the second record? +1



Among the records above, which one has the highest charge? C5H8N



Among the records above, which one has the highest charge? C5H8N



The highest charge belongs to which entry? C5H8N